[1]
{
  "formula": "C5H7NO",
  "method": "the ωB97M-V functional and the def2-TZVPD basis",
  "species": ["C", "N", "C", "C", "C", "C", "O", "H", "H", "H", "H", "H", "H", "H"],
  "xyz": [[-2.2381, -0.6673, -1.3190], [-1.5291, -0.8564, -0.0670], [-0.5163, -0.1001, 0.0785], [0.2781, -0.0721, 1.3180], [1.5240, 0.4221, 1.3895], [2.3359, 0.8471, 0.2228], [1.9774, 0.8639, -0.9373], [-2.2429, -1.5968, -1.8975], [-3.2785, -0.4101, -1.0957], [-1.8016, 0.1348, -1.9336], [-0.2081, 0.5917, -0.7069], [-0.2076, -0.4352, 2.2230], [2.0243, 0.4968, 2.3543], [3.3697, 1.1527, 0.4740]],
  "orbital_gap_ha": 0.3391,
  "multiplicity": 1,
  "fmax_ev_per_a": 0.60,
  "smiles": "C/N=C/C=C\\C=O",
  "e_above_lowest_kj_mol": 173.5
}

=====

[2]
{
  "formula": "C28H25ClMoN2O3Si",
  "method": "the ωB97M-V functional and the def2-TZVPD basis",
  "species": ["Mo", "Cl", "C", "C", "C", "C", "O", "C", "C", "O", "C", "H", "H", "H", "H", "O", "Si", "C", "C", "C", "C", "C", "C", "C", "C", "C", "C", "C", "C", "C", "C", "C", "C", "C", "C", "H", "H", "H", "H", "H", "H", "H", "H", "H", "H", "H", "H", "H", "H", "H", "C", "N", "C", "C", "N", "H", "H", "H", "H", "H", "H"],
  "xyz": [[0.4920, -0.3659, 0.9617], [-0.3535, -2.2606, 8.0813], [-0.0647, -2.0653, 6.4007], [0.6214, -3.0564, 5.6963], [0.8873, -2.9222, 4.3383], [0.4790, -1.7655, 3.7149], [0.7188, -1.4925, 2.4160], [-0.2269, -0.7668, 4.3945], [-0.6495, 0.4195, 3.6978], [-0.3127, 0.7862, 2.5581], [-0.5082, -0.9268, 5.7538], [0.9488, -3.9429, 6.2230], [1.4079, -3.6923, 3.7865], [-1.3410, 1.0757, 4.2363], [-1.0632, -0.1704, 6.2948], [-0.1214, 0.5397, -0.4570], [-1.0402, 0.1161, -1.9000], [-2.6337, 0.9988, -1.9353], [-3.7721, 0.4118, -1.3704], [-4.9814, 1.0890, -1.3616], [-5.0674, 2.3566, -1.9204], [-3.9472, 2.9543, -2.4844], [-2.7381, 2.2795, -2.4954], [0.1701, 0.3487, -3.2580], [-0.2490, 0.7838, -4.5191], [0.6687, 0.9705, -5.5438], [2.0137, 0.7214, -5.3209], [2.4468, 0.2790, -4.0759], [1.5322, 0.0996, -3.0533], [-1.2189, -1.6816, -1.3491], [-1.0816, -1.9833, 0.0160], [-1.1698, -3.2791, 0.5185], [-1.3354, -4.3237, -0.3749], [-1.4575, -4.0585, -1.7345], [-1.4030, -2.7552, -2.2154], [-3.7210, -0.5847, -0.9450], [-5.8560, 0.6305, -0.9198], [-6.0146, 2.8800, -1.9230], [-4.0173, 3.9466, -2.9092], [-1.8699, 2.7525, -2.9408], [-1.2994, 0.9767, -4.7057], [0.3313, 1.3061, -6.5151], [2.7290, 0.8677, -6.1193], [3.4954, 0.0653, -3.9150], [1.8866, -0.2470, -2.0872], [-1.2727, -1.1502, 0.7602], [-1.1388, -3.4642, 1.5842], [-1.4025, -5.3403, -0.0120], [-1.6085, -4.8767, -2.4261], [-1.5175, -2.5761, -3.2781], [3.9546, 3.6194, 2.1388], [3.9331, 2.5068, 1.1724], [4.9764, 2.4694, 0.1319], [3.0016, 1.6244, 1.2011], [2.1722, 0.8089, 1.2293], [3.7717, 4.5575, 1.6176], [4.9336, 3.6484, 2.6126], [3.1897, 3.4652, 2.8941], [4.9406, 3.3979, -0.4351], [4.8011, 1.6298, -0.5345], [5.9510, 2.3647, 0.6046]],
  "orbital_gap_ha": [0.2519, 0.2520],
  "total_charge": 2,
  "multiplicity": 1,
  "fmax_ev_per_a": 1.86,
  "e_above_lowest_kj_mol": 55.6
}

=====

[3]
{
  "formula": "C6H38O13",
  "method": "the ωB97M-V functional and the def2-TZVPD basis",
  "species": ["C", "O", "C", "C", "C", "C", "C", "H", "H", "H", "H", "H", "H", "H", "H", "H", "H", "H", "H", "H", "H", "H", "H", "O", "H", "H", "O", "H", "H", "O", "H", "H", "O", "H", "H", "O", "H", "H", "O", "H", "H", "O", "H", "H", "O", "H", "H", "O", "H", "H", "O", "H", "H", "O", "H", "H", "O"],
  "xyz": [[0.4722, -1.3023, 0.3695], [0.7692, -0.2123, -0.5464], [0.4543, -0.8894, 1.7981], [-0.7291, 0.0206, 2.3037], [-1.9488, -0.6895, 2.8261], [-3.0036, 0.3558, 3.2313], [-2.4743, -1.7176, 1.8090], [1.2823, -1.9220, 0.0433], [-0.4370, -1.8071, 0.0439], [0.0036, 0.3748, -0.6124], [1.3713, -0.3676, 2.0729], [0.4333, -1.7657, 2.4583], [-0.2285, 0.7667, 2.9054], [-1.0751, 0.5143, 1.3884], [-1.9032, -1.3159, 3.7272], [-3.9640, -0.0142, 3.5783], [-3.2433, 0.9248, 2.3152], [-2.5380, 1.1139, 3.8605], [-1.7786, -2.5483, 1.7395], [-2.6783, -1.2123, 0.8596], [-3.4331, -2.1318, 2.1252], [-0.6647, 2.6884, -2.4067], [-1.5290, 3.6986, -1.7065], [-0.6988, 3.6279, -2.1927], [2.7026, -2.6832, -1.4220], [2.5387, -3.5412, -2.5578], [2.4853, -3.6073, -1.5978], [0.7555, 3.0657, -0.5495], [0.8265, 1.9260, 0.4912], [0.2078, 2.4811, -0.0179], [-2.2285, -2.0941, -2.7658], [-1.2893, -1.4770, -3.7215], [-1.4700, -2.3306, -3.3091], [3.7967, -3.3408, 0.3872], [2.4579, -2.8403, 0.5609], [3.3377, -2.7052, 0.9471], [-3.1117, 1.1509, -1.9017], [-2.4220, 1.9012, -2.9813], [-2.3072, 1.1029, -2.4495], [-2.4339, 3.5782, 1.4103], [-1.5790, 2.5137, 0.6423], [-2.3799, 3.0671, 0.5986], [4.2971, 1.1523, -2.5305], [2.7957, 0.8986, -2.4538], [3.5916, 0.6260, -2.9270], [2.8681, -1.5615, -4.2305], [4.0423, -1.4487, -3.2939], [3.5048, -2.1022, -3.7523], [3.7523, -0.5762, 0.5554], [3.1888, -0.1431, -0.7733], [3.6104, 0.2185, 0.0131], [-3.6446, 2.0788, -0.0379], [-4.5855, 0.9724, 0.4856], [-4.3634, 1.4651, -0.3094], [3.0039, 2.6493, 2.3254], [3.0892, 1.3584, 1.4116], [2.5035, 2.0558, 1.7632]],
  "orbital_gap_ha": 0.3936,
  "multiplicity": 1,
  "fmax_ev_per_a": 2.34,
  "e_above_lowest_kj_mol": 0.0
}

=====

[4]
{
  "formula": "C4H6FNiO4",
  "method": "the ωB97M-V functional and the def2-TZVPD basis",
  "species": ["C", "O", "Ni", "H", "H", "H", "C", "O", "C", "C", "O", "O", "F", "H", "H", "H"],
  "xyz": [[0.5836, -1.4487, -1.5883], [0.3584, -0.0789, -1.7484], [0.8856, 1.4532, -2.6828], [0.4379, -1.7407, -0.5343], [-0.1172, -2.0402, -2.2015], [1.6137, -1.6828, -1.9032], [0.0614, 1.0749, -0.3139], [-1.2166, 0.6997, 0.0619], [-1.1993, 0.0909, 1.3111], [0.1469, 0.5132, 1.8870], [0.8996, 0.8390, 0.7263], [0.2000, 2.1172, -1.0041], [-1.2620, -1.2774, 1.1478], [-2.0804, 0.3911, 1.8876], [0.0492, 1.3946, 2.5339], [0.6392, -0.3052, 2.4207]],
  "orbital_gap_ha": [0.2716, 0.3560],
  "multiplicity": 4,
  "s_squared": 3.75,
  "fmax_ev_per_a": 1.55
}

=====

[5]
{
  "formula": "C3H6N2O2",
  "method": "the ωB97M-V functional and the def2-TZVPD basis",
  "species": ["C", "C", "C", "H", "H", "H", "H", "H", "H", "N", "N", "O", "O"],
  "xyz": [[0.8434, -1.2211, -1.0333], [0.5324, -0.3517, 0.1430], [-1.5694, 2.4807, -0.0637], [1.8880, -2.0306, -1.2711], [0.0282, -2.1098, -1.2013], [0.3263, -0.3723, -1.8880], [-2.1562, 3.4641, 0.3316], [-1.9711, 2.2364, -1.0836], [1.2090, -2.1632, 2.6045], [-0.7680, 1.6709, 0.6685], [0.4783, -0.6711, 1.4141], [-0.1741, 0.8534, -0.2130], [1.3332, -1.7857, 1.5924]],
  "orbital_gap_ha": 0.3481,
  "multiplicity": 1,
  "fmax_ev_per_a": 4.96,
  "e_above_lowest_kj_mol": 856.4
}

=====

[6]
{
  "formula": "C29H26CrN7O4Sb",
  "method": "the ωB97M-V functional and the def2-TZVPD basis",
  "species": ["Cr", "C", "C", "C", "C", "C", "C", "N", "Sb", "C", "C", "C", "C", "C", "C", "N", "C", "C", "C", "C", "C", "C", "N", "H", "H", "H", "H", "H", "H", "H", "H", "H", "H", "H", "H", "H", "H", "H", "H", "H", "H", "O", "C", "O", "C", "C", "C", "N", "C", "C", "C", "O", "O", "H", "H", "H", "N", "C", "C", "N", "C", "C", "N", "H", "H", "H", "H", "H"],
  "xyz": [[-0.6217, -0.2037, 0.3201], [-2.5128, -1.3299, -2.2213], [-1.4235, -2.3307, -1.9655], [-1.4312, -3.5148, -2.7178], [-0.4199, -4.4299, -2.5416], [0.6023, -4.1736, -1.6181], [0.5051, -3.0007, -0.8530], [-0.4980, -2.0879, -0.9841], [2.0128, -2.6941, 0.7230], [0.5180, -2.2092, 2.2059], [0.7085, -2.6628, 3.4916], [-0.3139, -2.5191, 4.4257], [-1.4946, -1.9157, 4.0844], [-1.6215, -1.4147, 2.7911], [-2.8963, -0.7013, 2.4774], [-0.6359, -1.5268, 1.9159], [2.6130, -0.7239, 0.1744], [3.9239, -0.6211, -0.2351], [4.3992, 0.6449, -0.5578], [3.5244, 1.7209, -0.3530], [2.2105, 1.5231, 0.0763], [1.3400, 2.7065, 0.3297], [1.7797, 0.2838, 0.3148], [-3.1991, -1.6134, -3.0242], [-2.1265, -0.3427, -2.3913], [-3.1180, -1.3213, -1.3161], [-2.2451, -3.6543, -3.4312], [-0.3695, -5.3394, -3.1381], [1.4620, -4.8376, -1.5238], [1.6276, -3.1927, 3.7623], [-0.1891, -2.8900, 5.4304], [-2.3297, -1.7905, 4.7445], [-3.7570, -1.3045, 2.7571], [-2.9706, -0.4053, 1.4328], [-2.9668, 0.2252, 3.0730], [4.5657, -1.5173, -0.3597], [5.4002, 0.8447, -0.9193], [3.8738, 2.7220, -0.5471], [1.7944, 3.6071, -0.1144], [1.2468, 2.8740, 1.3889], [0.3425, 2.5336, -0.0543], [-2.1835, 4.3825, 5.4024], [-2.7379, 4.2910, 4.2791], [-3.7839, 4.8325, 3.8492], [-2.1029, 3.3097, 3.2856], [-1.0462, 2.5194, 3.6987], [-0.5908, 1.5149, 2.8636], [-1.0524, 1.3781, 1.6389], [-1.9537, 2.2696, 1.1434], [-2.5213, 3.2363, 1.9312], [-2.1768, 2.1514, -0.3312], [-2.9226, 2.9070, -0.9308], [-1.4498, 1.2006, -0.8702], [-0.6797, 2.6835, 4.7073], [0.1386, 0.7533, 3.1977], [-3.2697, 3.8948, 1.4805], [1.7586, 2.4960, -4.7702], [1.7607, 1.2000, -4.3556], [1.1494, 0.7409, -3.1783], [1.1607, -0.5378, -2.8767], [1.8041, -1.3696, -3.6991], [2.4059, -0.9201, -4.8622], [2.3649, 0.3589, -5.1990], [1.2241, 3.1958, -4.2564], [2.0316, 2.6977, -5.7179], [0.6417, 1.4008, -2.4982], [1.8039, -2.4325, -3.4417], [2.9172, -1.5715, -5.5428]],
  "orbital_gap_ha": [0.2371, 0.2303],
  "multiplicity": 5,
  "s_squared": 6.01,
  "fmax_ev_per_a": 1.48
}